[1]
Below is a single C3H6N4S molecule in a non-equilibrium geometry, with properties calculated with ωB97M-V/def2-TZVPD.

Output
HOMO level (Ha): -0.33237
Structure (SMILES): CCSn1ncnn1
Net charge: 0
Maximum force (eV Å⁻¹): 4.66
ΔE to the lowest compared entry with this formula, charge and spin (eV): 3.951

Last column: natural (NBO) charge in e.
Cartesian coordinates (Å):
C1 0.017 1.473 1.512  -0.704
C2 1.337 1.282 0.876  -0.281
S1 1.009 0.606 -1.239  0.274
N1 -0.037 -0.706 -1.054  -0.167
N2 -0.650 -1.083 -2.200  -0.259
C3 -1.377 -2.165 -1.776  0.087
N3 -1.118 -2.410 -0.470  -0.258
N4 -0.342 -1.504 -0.056  -0.063
H1 -0.390 2.341 0.865  0.236
H2 -0.553 0.444 1.650  0.261
H3 0.008 1.938 2.485  0.239
H4 1.986 0.446 1.134  0.216
H5 1.999 2.128 0.678  0.213
H6 -1.891 -2.791 -2.404  0.205


[2]
Below is a single C3H6N4S molecule in a non-equilibrium geometry, with properties calculated with ωB97M-V/def2-TZVPD.

Output
HOMO level (Ha): -0.29148
Structure (SMILES): Nc1nc(S)c(N)[nH]1
Net charge: 0
Maximum force (eV Å⁻¹): 1.22
ΔE to the lowest compared entry with this formula, charge and spin (eV): 0.015

Last column: natural (NBO) charge in e.
Cartesian coordinates (Å):
N1 -1.116 2.772 -0.478  -0.829
C1 -0.641 1.471 -0.252  0.496
N2 0.270 1.105 0.584  -0.492
C2 0.436 -0.263 0.363  -0.127
S1 1.638 -1.249 1.199  -0.009
C3 -0.412 -0.713 -0.606  0.258
N3 -0.696 -1.962 -1.140  -0.822
N4 -1.106 0.412 -0.996  -0.548
H1 -2.087 2.888 -0.231  0.375
H2 -0.560 3.419 0.110  0.394
H3 1.063 -1.293 2.411  0.126
H4 -0.254 -2.102 -2.054  0.374
H5 -0.345 -2.654 -0.514  0.389
H6 -1.791 0.471 -1.711  0.415


[3]
Below is 2 unconnected molecules or ions with the total composition C3H6N5O2 in a non-equilibrium geometry, with properties calculated with ωB97M-V/def2-TZVPD.

Output
HOMO level (spin up / spin down) (Ha): -0.49559 / -0.49561
Net charge: +1
Maximum force (eV Å⁻¹): 2.61
ΔE to the lowest compared entry with this formula, charge and spin (eV): 4.572

Last column: natural (NBO) charge in e.
Cartesian coordinates (Å):
C1 -1.189 0.867 0.309  -0.050
C2 -2.252 -0.099 0.039  0.316
C3 2.671 -0.392 -0.030  0.796
N1 -1.687 -1.275 -0.215  -0.114
N2 -0.073 0.222 0.332  0.348
N3 -3.570 0.023 -0.113  -0.748
N4 3.418 0.640 -0.265  -0.828
N5 2.443 -1.541 0.022  -0.568
O1 1.102 0.681 0.481  -0.483
O2 -0.359 -1.134 0.134  -0.180
H1 -4.077 -0.765 -0.363  0.422
H2 -3.936 0.893 -0.321  0.406
H3 2.859 1.495 -0.508  0.484
H4 4.408 0.357 -0.226  0.472
H5 1.566 -1.942 0.267  0.450
H6 -1.325 1.971 0.457  0.276


[4]
Below is 2 unconnected molecules or ions with the total composition C3H6N6O3 in a non-equilibrium geometry, with properties calculated with ωB97M-V/def2-TZVPD.

Output
HOMO level (Ha): -0.65943
Net charge: +2
Maximum force (eV Å⁻¹): 6.31
ΔE to the lowest compared entry with this formula, charge and spin (eV): 0.000

Last column: natural (NBO) charge in e.
Cartesian coordinates (Å):
C1 -1.447 1.287 -0.972  0.629
C2 1.254 -1.275 0.586  0.513
C3 0.434 2.136 0.242  0.583
N1 -2.479 0.741 -0.929  -0.025
N2 2.214 -1.485 1.259  0.018
N3 -0.616 2.198 -0.675  -0.622
N4 0.376 -1.708 -0.522  0.518
N5 -3.376 -0.110 -1.240  -0.554
N6 3.094 -1.508 2.150  -0.469
O1 0.654 1.122 0.813  -0.544
O2 0.498 -2.905 -0.560  -0.183
O3 -0.229 -0.901 -1.168  -0.296
H1 0.840 3.203 0.513  0.212
H2 -0.678 2.990 -1.364  0.468
H3 -3.257 -0.739 -2.019  0.430
H4 -4.275 -0.156 -0.757  0.447
H5 3.706 -2.253 2.129  0.444
H6 3.288 -0.636 2.512  0.432


[5]
Below is a gas-phase ion, C3H6NO (charge +1) in a non-equilibrium geometry, with properties calculated with ωB97M-V/def2-TZVPD.

Output
HOMO level (Ha): -0.58941
Net charge: +1
Maximum force (eV Å⁻¹): 7.62
ΔE to the lowest compared entry with this formula, charge and spin (eV): 3.752

Last column: natural (NBO) charge in e.
Cartesian coordinates (Å):
C1 0.303 1.097 -2.280  0.318
C2 0.193 -0.129 0.776  0.206
C3 -0.485 -0.967 1.734  -0.703
N1 0.176 -0.421 -0.580  -0.146
O1 0.802 0.216 -1.545  -0.151
H1 0.877 1.362 -3.160  0.228
H2 -0.656 1.578 -2.078  0.213
H3 0.737 0.755 1.088  0.210
H4 -1.192 -0.355 2.303  0.277
H5 0.242 -1.328 2.467  0.281
H6 -0.998 -1.808 1.275  0.267


[6]
Below is a gas-phase ion, C3H6NO2 (charge -1) in a non-equilibrium geometry, with properties calculated with ωB97M-V/def2-TZVPD.

Output
HOMO level (Ha): -0.13968
Structure (SMILES): NCCC(=O)[O-]
Net charge: -1
Maximum force (eV Å⁻¹): 1.01
ΔE to the lowest compared entry with this formula, charge and spin (eV): 0.428

Last column: natural (NBO) charge in e.
Cartesian coordinates (Å):
N1 -0.647 1.592 -0.978  -0.860
C1 -0.070 0.809 0.123  -0.212
C2 -0.151 -0.707 -0.028  -0.540
C3 0.946 -1.427 0.829  0.767
O1 1.044 -0.981 1.988  -0.799
O2 1.647 -2.277 0.248  -0.787
H1 -0.432 1.186 -1.881  0.344
H2 -1.648 1.711 -0.899  0.340
H3 0.982 1.095 0.227  0.184
H4 -0.553 1.100 1.052  0.190
H5 -0.024 -0.996 -1.063  0.185
H6 -1.093 -1.107 0.383  0.188


[7]
Below is 2 unconnected molecules or ions with the total composition C3H6NO2 in a non-equilibrium geometry, with properties calculated with ωB97M-V/def2-TZVPD.

Output
HOMO level (Ha): -0.14581
Net charge: -1
Maximum force (eV Å⁻¹): 1.70
ΔE to the lowest compared entry with this formula, charge and spin (eV): 0.863

Last column: natural (NBO) charge in e.
Cartesian coordinates (Å):
N1 0.229 -2.543 -0.542  -0.924
C1 0.161 -1.182 -0.109  0.857
O1 -0.296 -0.957 1.033  -0.805
O2 0.576 -0.306 -0.948  -0.834
H1 0.894 -2.664 -1.291  0.366
H2 0.132 -3.281 0.153  0.363
C2 -0.813 2.840 -0.111  -0.444
C3 0.093 2.278 0.715  -0.370
H3 -1.014 3.898 0.021  0.156
H4 -1.373 2.289 -0.862  0.200
H5 0.495 2.843 1.545  0.157
H6 0.369 1.208 0.573  0.278


[8]
Below is a gas-phase ion, C3H6NO2 (charge -1) in a non-equilibrium geometry, with properties calculated with ωB97M-V/def2-TZVPD.

Output
HOMO level (Ha): -0.09658
Structure (SMILES): O=CNCC[O-]
Net charge: -1
Maximum force (eV Å⁻¹): 3.56
ΔE to the lowest compared entry with this formula, charge and spin (eV): 2.517

Last column: natural (NBO) charge in e.
Cartesian coordinates (Å):
O1 -2.962 0.443 -0.081  -0.633
C1 -1.788 0.152 -0.374  0.531
N1 -0.706 -0.146 0.470  -0.630
C2 0.525 -0.651 -0.206  -0.259
C3 1.738 0.135 0.400  -0.024
O2 2.927 0.103 -0.261  -0.945
H1 -1.605 -0.247 -1.327  0.090
H2 -0.442 0.545 1.150  0.388
H3 0.658 -1.740 0.014  0.172
H4 0.508 -0.506 -1.310  0.177
H5 1.430 1.186 0.580  0.075
H6 1.825 -0.396 1.420  0.058


[9]
Below is a gas-phase ion, C3H6NO2 (charge -1) in a non-equilibrium geometry, with properties calculated with ωB97M-V/def2-TZVPD.

Output
HOMO level (Ha): -0.11055
Structure (SMILES): CC(=O)NC[O-]
Net charge: -1
Maximum force (eV Å⁻¹): 3.96
ΔE to the lowest compared entry with this formula, charge and spin (eV): 2.348

Last column: natural (NBO) charge in e.
Cartesian coordinates (Å):
C1 1.797 -0.254 -0.784  -0.713
C2 0.498 0.417 -0.301  0.640
O1 0.348 1.616 -0.582  -0.692
N1 -0.547 -0.341 0.023  -0.690
C3 -1.812 0.218 0.932  0.160
O2 -2.644 -0.813 0.990  -0.929
H1 2.162 -0.060 -1.851  0.217
H2 2.612 0.187 -0.164  0.211
H3 1.967 -1.304 -0.461  0.200
H4 -0.843 -1.264 -0.047  0.410
H5 -2.129 1.114 0.302  0.100
H6 -1.409 0.485 1.943  0.087


[10]
Below is a single C3H6NO2 molecule in a non-equilibrium geometry, with properties calculated with ωB97M-V/def2-TZVPD.

Output
HOMO level (spin up / spin down) (Ha): -0.35954 / -0.35860
Net charge: 0
Spin multiplicity: 2
Maximum force (eV Å⁻¹): 3.71
ΔE to the lowest compared entry with this formula, charge and spin (eV): 2.647
<S²>: 0.755

Last column: natural (NBO) charge in e.
Cartesian coordinates (Å):
O1 -0.455 2.361 1.649  -0.495
C1 -0.791 1.605 0.783  0.424
C2 -0.228 0.203 0.643  -0.361
N1 0.603 0.133 -0.596  -0.676
C3 0.665 -1.412 -0.932  0.026
O2 -0.249 -2.274 -0.625  -0.284
H1 -1.708 1.784 0.158  0.098
H2 -1.101 -0.477 0.570  0.217
H3 0.478 0.148 1.495  0.213
H4 0.236 0.940 -1.105  0.372
H5 1.395 -1.551 -0.111  0.264
H6 1.156 -1.461 -1.928  0.203


[11]
Below is a gas-phase ion, C3H6NO2 (charge +1) in a non-equilibrium geometry, with properties calculated with ωB97M-V/def2-TZVPD.

Output
HOMO level (Ha): -0.55749
Net charge: +1
Maximum force (eV Å⁻¹): 3.72
ΔE to the lowest compared entry with this formula, charge and spin (eV): 2.878

Last column: natural (NBO) charge in e.
Cartesian coordinates (Å):
C1 -0.893 0.647 -1.307  0.737
C2 0.200 -0.407 -1.491  -0.422
C3 0.334 0.454 0.441  0.202
N1 0.138 -0.449 1.655  -0.726
O1 -1.792 0.953 -2.011  -0.437
O2 -0.706 1.185 -0.058  -0.489
H1 0.015 -1.589 -1.627  0.284
H2 1.102 -0.071 -2.054  0.267
H3 1.190 1.075 0.807  0.200
H4 -0.742 -0.954 1.574  0.457
H5 0.203 0.242 2.449  0.463
H6 0.951 -1.087 1.622  0.464


[12]
Below is 2 unconnected molecules or ions with the total composition C3H6NO2S in a non-equilibrium geometry, with properties calculated with ωB97M-V/def2-TZVPD.

Output
HOMO level (spin up / spin down) (Ha): -0.12682 / -0.12443
Net charge: -1
Maximum force (eV Å⁻¹): 4.07
ΔE to the lowest compared entry with this formula, charge and spin (eV): 7.925

Last column: natural (NBO) charge in e.
Cartesian coordinates (Å):
C1 0.894 1.079 2.656  -0.565
C2 0.899 -0.165 2.314  -0.041
C3 0.767 -0.927 -0.575  -0.743
N1 -0.757 -0.234 -2.872  -1.089
O1 -1.820 -1.478 -0.972  -0.996
O2 -1.118 0.973 -0.714  -0.998
S1 -0.830 -0.410 -1.174  2.095
H1 1.204 1.305 3.638  0.164
H2 0.732 2.039 2.193  0.203
H3 0.915 -0.937 3.078  0.141
H4 1.377 -0.256 -1.030  0.091
H5 -1.599 0.186 -3.205  0.368
H6 -0.665 -1.175 -3.337  0.368